No. 1
19
Properties=species:S:1:pos:R:3 method="wB97M-V/def2-TZVPD" e_tot_ha=-921.15837 e_above_lowest_ev=0.0000 e_homo_ev=-12.7177 orbital_gap_ev=8.4 charge=+1 lumo_energy_ev=-4.3357
C 0.794 2.941 -0.998
H 2.137 -1.588 0.809
N 0.098 2.188 -0.028
C 0.012 -1.594 0.873
N -4.417 -1.864 -0.569
H 0.431 3.885 -1.236
N -3.424 -1.450 -0.779
H -0.490 2.736 0.476
S 1.823 0.571 -0.830
H 2.274 2.409 -2.427
C -1.025 -1.570 1.933
N -0.342 -1.768 -0.395
H -1.311 -1.946 -0.570
C 1.777 2.174 -1.510
N -1.975 -1.371 2.516
H 1.447 -1.523 2.281
H 0.419 -1.543 -1.052
N 1.248 -1.609 1.327
C 0.522 0.922 0.177

No. 2
104
Properties=species:S:1:pos:R:3 method="wB97M-V/def2-TZVPD" e_tot_ha=-3724.55143 e_homo_ev=-5.5839 orbital_gap_ev=6.8 charge=-1 lumo_energy_ev=1.2544
H 2.251 7.075 -0.543
C 0.595 4.001 4.557
C -1.588 -2.286 0.673
H -10.296 -4.003 5.673
O 1.101 -0.736 -10.130
H -1.153 -3.001 -3.539
C 2.218 6.787 0.505
C 1.289 1.730 -0.822
H 3.142 1.281 -3.129
H 2.727 0.399 -7.070
C 5.972 0.328 -2.428
N 8.863 -0.909 1.128
O 6.045 0.073 -3.612
H -10.976 -5.901 9.290
H -1.544 -3.373 0.679
H 5.797 2.332 0.018
H -12.006 -4.673 10.092
N -3.965 1.021 0.652
C -6.154 -1.861 2.616
O 1.413 4.695 1.077
H -2.387 -2.026 -4.403
O 9.056 -1.841 0.378
O -9.486 -4.112 8.564
O 0.092 5.992 3.497
O 0.143 -1.894 -6.006
H 4.792 3.355 -1.673
N -9.528 -3.455 7.538
O 4.462 2.468 -5.781
H 0.452 3.919 5.631
O -1.376 -2.176 2.973
H 3.059 7.201 1.055
O -0.782 0.096 -1.508
O -4.337 -0.082 0.298
O 0.055 -1.085 1.777
H 5.611 -1.814 -2.001
H -3.198 2.884 0.055
C 6.567 1.934 -0.694
H 6.677 -0.949 -0.825
H 3.349 -1.068 -11.373
O 4.570 2.021 -7.893
N 2.330 5.306 0.566
O 0.582 0.869 -3.335
H -5.595 -2.108 1.717
H -0.297 3.689 4.023
C 3.460 1.623 -2.118
O 7.948 -0.111 1.048
N 4.278 1.750 -6.737
C 3.645 0.425 -6.498
H 3.441 0.319 -5.437
C -1.324 -2.189 -4.240
H -2.647 1.474 -0.908
H 4.778 2.838 -3.369
H 2.903 3.180 -0.701
O -1.173 -3.606 -6.061
H 3.535 0.800 -1.382
H 7.109 1.076 -0.243
C 2.374 2.626 -1.522
O 1.440 -0.861 -1.858
H -10.900 -5.688 11.062
O -9.674 -2.254 7.479
H -0.843 -1.276 -3.896
H -6.627 -0.886 2.529
H 1.830 1.174 -0.016
O 2.485 -1.074 -8.503
H -4.323 2.105 -1.097
N -0.908 -1.806 1.907
H 10.271 0.268 2.126
S 0.609 0.430 -1.921
H -1.072 -1.882 -0.198
C -3.496 1.949 -0.408
C 3.343 -0.378 -10.532
O -3.945 1.419 1.800
H 9.263 -0.783 3.175
N 2.214 -0.763 -9.644
N 0.860 5.431 4.248
C -9.391 -4.182 6.248
O 3.334 4.809 0.097
O -13.425 -6.737 9.428
C 5.760 -0.863 -1.460
H 4.936 -0.634 -0.742
H 7.326 2.760 -0.781
H 4.343 -0.335 -6.835
C 4.784 2.446 -2.324
H -8.517 -3.786 5.738
N -7.235 -2.872 2.768
O -8.041 -2.954 1.867
N -12.621 -6.656 10.335
H 4.269 -0.446 -9.969
H 1.276 7.083 0.959
N -0.731 -2.591 -5.545
O 1.835 5.937 4.771
O -7.238 -3.548 3.782
H 1.961 3.311 -2.291
C 9.824 -0.716 2.246
H -2.616 -1.933 0.709
H 10.580 -1.493 2.193
H 1.460 3.430 4.230
H 0.470 2.298 -0.335
C -11.537 -5.648 10.185
H -9.269 -5.240 6.455
H -5.513 -1.901 3.491
N 6.042 1.708 -2.055
H 3.167 0.643 -10.861
O -12.630 -7.326 11.349